# 1
C31H21Cl2I2N6O3W | ωB97M-V/def2-TZVPD

Geometry as XYZ:
```
66
Properties=species:S:1:pos:R:3:forces:R:3:lowdin_spin:R:1
W -0.092640 0.629142 0.206590 -0.1 0.3 -0.7 1.587
Cl 6.447901 2.114558 1.192008 0.0 0.0 0.0 0.000
C 4.784930 2.304121 0.779985 0.0 0.0 0.0 0.001
C 4.042167 1.173167 0.487262 0.0 0.0 -0.1 0.000
C 2.708647 1.306410 0.146899 0.0 0.1 0.1 0.010
N 1.838842 0.189084 -0.129340 0.5 0.0 -0.1 0.008
C 2.412862 -0.754088 -1.012067 -0.2 -0.1 0.0 0.009
O 3.295588 -0.495286 -1.786160 0.0 0.1 0.0 -0.004
C 1.946563 -2.186525 -0.899434 0.0 0.0 0.1 0.004
C 2.581641 -3.011861 0.022746 0.0 0.0 0.0 0.000
C 2.230577 -4.350358 0.060130 0.0 0.0 0.0 0.000
C 1.265788 -4.810615 -0.825291 0.0 0.0 0.0 0.000
C 0.692942 -3.905705 -1.703000 0.0 0.0 0.0 0.000
N 1.012419 -2.609685 -1.744580 0.0 0.0 0.0 0.002
C 2.113287 2.566280 0.133325 -0.1 0.0 0.0 0.009
C 2.852320 3.707046 0.415179 0.1 -0.1 0.0 0.002
C 4.192776 3.567267 0.735438 0.0 0.0 0.0 0.000
Cl 5.110131 4.983563 1.086649 0.0 0.0 0.0 0.000
N 0.723938 2.504628 -0.099789 0.1 -0.1 0.2 0.030
C -0.029289 3.578811 -0.442599 0.0 -0.2 0.0 0.015
O 0.337020 4.700766 -0.719713 0.1 0.1 0.0 0.046
C -1.496833 3.238574 -0.434887 0.0 0.0 0.0 0.010
C -2.438847 4.210808 -0.712357 0.0 0.0 0.0 -0.002
C -3.780078 3.886869 -0.631550 0.0 0.0 0.0 0.011
C -4.134813 2.594734 -0.267637 0.0 0.0 0.0 -0.001
C -3.137600 1.678065 -0.019710 0.0 0.0 0.0 0.012
N -1.833641 1.979735 -0.107124 -0.1 -0.1 0.1 0.009
H 4.523907 0.206688 0.506770 0.0 0.0 0.0 0.000
H 3.339221 -2.611236 0.684952 0.0 0.0 0.0 0.000
H 2.706330 -5.025657 0.759225 0.0 0.0 0.0 0.000
H 0.969956 -5.851019 -0.843380 0.0 0.0 0.0 0.000
H -0.059366 -4.234314 -2.414574 0.0 0.0 0.0 0.000
H 2.398320 4.683844 0.388901 0.0 0.0 0.0 0.000
H -2.081587 5.197934 -0.970174 0.0 0.0 0.0 0.000
H -4.540895 4.628222 -0.836219 0.0 0.0 0.0 0.001
H -5.169212 2.298282 -0.168629 0.0 0.0 0.0 0.000
H -3.394854 0.671368 0.275082 0.0 0.0 0.0 0.001
I -2.710063 -3.674125 5.992502 0.0 0.0 0.0 0.000
C -1.885406 -2.277768 4.691371 0.0 0.0 -0.1 0.000
C -1.658531 -0.980892 5.125820 0.0 0.1 0.1 0.000
C -1.110125 -0.035267 4.267384 0.0 -0.2 0.0 0.000
I -0.788190 1.905434 4.920817 0.0 0.0 0.0 0.002
C -0.777314 -0.394299 2.962148 0.0 -0.1 0.0 0.008
O -0.233563 0.525351 2.138787 -0.4 0.2 0.0 0.079
C -1.022919 -1.709705 2.523786 0.1 0.2 -0.1 0.002
C -0.710056 -2.035186 1.088729 0.3 0.2 0.2 0.028
N -1.538877 -1.113713 0.242430 0.3 -0.1 -0.2 0.035
C -1.920155 -1.523920 -1.133727 0.0 0.0 0.1 0.004
C -1.250916 -0.748279 -2.247025 0.1 -0.2 0.0 0.015
C -1.472523 -1.129567 -3.558516 0.0 0.1 0.0 -0.003
C -0.795991 -0.477022 -4.571520 0.0 0.0 -0.1 0.015
C 0.088537 0.543017 -4.250941 0.0 0.0 0.0 0.000
C 0.245409 0.888381 -2.928403 0.0 0.0 0.0 0.015
N -0.424315 0.261565 -1.945214 -0.2 -0.1 0.3 0.018
C -1.575042 -2.638674 3.388797 0.0 -0.2 0.0 0.001
H -1.909958 -0.697114 6.138902 0.0 0.0 0.0 0.000
H -0.845874 -3.088020 0.844610 -0.2 0.0 0.0 0.005
H 0.340746 -1.775173 0.895278 -0.1 -0.4 0.0 0.009
H -2.391418 -0.971762 0.770631 0.0 0.1 0.1 0.002
H -2.998659 -1.394913 -1.234980 0.0 0.0 0.0 0.000
H -1.713843 -2.584755 -1.275711 0.0 0.0 0.0 0.001
H -2.152241 -1.944009 -3.774400 0.0 0.0 0.0 0.000
H -0.944156 -0.769678 -5.602803 0.0 0.0 0.0 0.001
H 0.654805 1.063562 -5.009330 0.0 0.0 0.0 0.000
H 0.922441 1.672143 -2.616111 0.0 0.0 0.0 0.001
H -1.760217 -3.649205 3.043732 0.0 0.0 0.0 0.000
```
Forces are in eV/Å.

Properties
net charge	+1
frontier orbital gap (spin up / spin down)	0.239 / 0.246	hartree
energy relative to the best compared isomer or geometry (same formula, charge and spin)	3.4	kcal per mole
strongest force on any atom	0.77	eV Å⁻¹
2S+1	3
E_LUMO (spin up / spin down)	-3.650 / -3.821	eV
HOMO energy (spin up / spin down)	-10.161 / -10.514	eV


# 2
C31H21Cl5F3N4O7PtS2 | ωB97M-V/def2-TZVPD

Geometry as XYZ:
```
74
Properties=species:S:1:pos:R:3:forces:R:3:mulliken_charge:R:1
Pt 0.673233 -1.171746 -0.367413 0.5 -0.9 0.2 2.394
O -2.096546 -2.403555 -3.583904 0.2 -0.2 -0.1 -0.729
S -1.291673 -2.037977 -2.489485 -0.2 0.2 0.1 1.222
O -0.338552 -0.575949 -3.504003 0.2 -0.4 -0.2 -0.883
O -1.644657 -1.103286 -1.473353 -0.7 0.0 -0.4 -0.192
C 0.353932 -2.791053 -2.473026 0.2 0.3 0.3 -0.187
C 1.184555 -2.790612 -3.590846 0.1 0.0 0.0 -0.636
C 2.395303 -3.448278 -3.497731 0.0 0.0 0.0 -0.802
C 2.775491 -4.117871 -2.329990 0.1 0.0 0.0 -0.806
C 1.935109 -4.165835 -1.240639 0.2 0.1 0.0 -0.675
C 0.720493 -3.479899 -1.305844 -0.3 0.4 -0.2 0.414
S -0.682909 -3.774342 -0.253152 -0.3 -0.1 0.0 1.567
O -1.741491 -3.566089 -1.308257 0.1 0.0 0.4 -0.729
O -0.680984 -5.089991 0.275771 0.1 0.0 0.1 -0.664
O -0.612905 -2.673980 0.734601 0.0 -0.2 -0.1 -0.673
H 0.878216 -2.309416 -4.507127 0.0 0.0 0.0 0.689
H 3.052722 -3.461567 -4.357217 0.0 0.0 0.0 0.468
H 3.720380 -4.643588 -2.296969 0.0 0.0 0.0 0.492
H 2.184193 -4.753420 -0.368475 0.0 0.0 0.0 0.583
Cl 3.663315 0.365379 -0.446806 0.0 0.0 0.0 -0.086
C 2.529844 0.687187 -1.712247 0.3 -0.3 -0.3 0.794
C 1.365288 -0.039675 -1.762980 -0.2 1.4 -0.7 -1.744
C 0.489251 0.233796 -3.008550 0.0 0.7 0.6 0.635
Cl -0.527906 1.844485 -2.047500 -0.1 0.1 0.1 -0.059
C 0.912375 1.340695 -3.941582 -0.1 -0.4 0.3 0.383
Cl -0.053789 1.581222 -5.284229 0.0 0.0 -0.1 -0.043
C 2.083964 2.031789 -3.750248 0.3 0.0 0.0 -0.068
Cl 2.532359 3.299694 -4.809582 -0.1 0.0 0.0 -0.154
C 2.901923 1.667712 -2.674524 -0.1 -0.1 -0.1 0.695
Cl 4.372967 2.467404 -2.499533 0.2 0.1 0.1 -0.103
C -3.616267 4.361738 -2.902649 0.0 -0.1 0.1 -1.295
C -3.741835 3.971115 -1.450449 0.0 0.1 -0.2 0.754
C -3.919312 4.919351 -0.452203 0.0 0.1 0.1 -0.854
C -4.029480 4.551424 0.882760 0.1 0.2 -0.1 -0.713
C -3.962268 3.216102 1.250492 0.0 -0.1 0.3 0.180
N -4.073687 2.913366 2.641336 0.0 0.2 -0.2 -0.038
C -3.906550 1.718180 3.292491 0.1 -0.2 0.0 0.257
O -4.556525 1.384581 4.254687 0.1 0.1 -0.1 -0.632
N -2.906872 0.872395 2.790934 0.0 0.1 0.0 -0.060
C -1.696265 1.212952 2.196959 0.0 0.0 0.2 -0.377
C -1.157804 2.499276 2.170750 0.0 0.0 0.1 -0.343
C 0.051384 2.707458 1.537913 0.0 0.0 0.1 -1.153
C 0.698612 1.653944 0.926437 0.3 0.0 0.1 -0.184
N 0.198673 0.417841 0.971531 -0.3 -0.2 -0.8 0.187
C -0.969357 0.199491 1.590904 0.0 -0.1 0.0 -0.161
C -3.808477 2.251273 0.262073 -0.1 -0.1 -0.1 -0.163
C -3.697693 2.635661 -1.066552 0.0 -0.1 0.1 -0.719
H -3.738441 5.435441 -3.036270 0.0 0.0 0.0 0.368
H -4.368581 3.855546 -3.509095 0.0 0.0 0.0 0.341
H -2.638522 4.079045 -3.299428 0.0 0.0 0.0 0.191
H -3.973665 5.969578 -0.713759 0.0 0.0 0.0 0.349
H -4.162321 5.313042 1.643266 0.0 0.0 0.0 0.408
H -4.616123 3.563672 3.188125 -0.2 0.0 0.0 0.259
H -3.005749 -0.072740 3.127093 0.0 0.0 0.1 0.252
H -1.672778 3.318385 2.649787 0.0 0.0 0.0 0.609
H 0.488633 3.695350 1.503972 0.0 0.0 0.0 0.496
H 1.635301 1.789553 0.409032 -0.1 0.0 0.0 0.418
H -1.342892 -0.816155 1.585324 0.0 0.0 0.0 0.653
H -3.808041 1.199107 0.508102 0.0 0.0 0.0 0.624
H -3.587085 1.864962 -1.821640 0.0 0.0 0.0 0.573
F 4.345708 -2.540411 6.090151 0.0 0.0 0.0 -0.241
C 4.625451 -3.266683 4.999325 -0.1 0.0 -0.1 0.757
F 4.468442 -4.557094 5.307576 0.0 0.0 0.0 -0.272
F 5.918042 -3.065413 4.700040 0.0 0.0 0.0 -0.241
C 3.748844 -2.853353 3.841522 0.0 0.0 0.0 0.522
C 2.929625 -3.753810 3.190985 0.0 -0.1 0.0 -1.220
C 2.180703 -3.297915 2.117022 0.0 0.0 0.0 -0.290
N 2.206530 -2.042237 1.667604 0.1 -0.3 0.5 0.183
C 2.972172 -1.180116 2.343146 -0.1 0.0 -0.1 -0.205
C 3.759918 -1.533876 3.421659 0.0 0.1 0.0 -1.523
H 2.860874 -4.784524 3.508310 0.0 0.0 0.0 0.540
H 1.507690 -3.984825 1.620168 0.0 0.0 0.0 0.646
H 2.941736 -0.151309 2.011536 0.0 0.0 0.0 0.565
H 4.364749 -0.790604 3.923875 0.0 0.0 0.0 0.451
```
Forces are in eV/Å.

Properties
net charge	+1
frontier orbital gap	0.188	hartree
energy relative to the best compared isomer or geometry (same formula, charge and spin)	23.8	kcal per mole
strongest force on any atom	1.55	eV Å⁻¹
2S+1	1
E_LUMO	-5.526	eV
HOMO energy	-10.639	eV